(1)
63
Properties=species:S:1:pos:R:3:mulliken_charge:R:1 method="wB97M-V/def2-TZVPD" energy_ha=-4294.70111 lumo_energy_ev=1.832 homo_lumo_gap_ev=4.9 charge=-1
S -1.670 -2.223 -2.378 1.116
S -0.313 2.045 3.098 1.048
S 2.436 -1.679 1.938 0.907
S -0.789 2.025 -2.094 1.061
S 0.376 -2.594 3.317 0.874
Na -0.743 -0.457 0.697 0.811
F 4.022 -1.050 -0.026 -0.258
F 2.062 -1.578 -0.722 -0.181
F 0.537 -4.407 1.285 -0.222
F -1.462 -3.829 1.866 -0.213
F 2.418 0.378 0.230 -0.221
F -0.367 -5.192 3.106 -0.262
O 1.363 -3.097 4.225 -0.627
O -0.778 -1.958 3.884 -0.540
O -1.794 -1.136 -3.317 -0.633
O -2.170 2.432 -2.143 -0.678
O -0.365 1.048 -1.115 -0.356
O -1.599 -1.964 -0.983 -0.270
O 0.090 3.361 -1.846 -0.326
O 0.563 1.489 2.074 -0.315
O -1.174 1.195 3.850 -0.570
O -2.725 -0.734 1.861 -0.877
O -0.394 -3.114 -2.839 -0.396
O 3.090 -0.811 2.892 -0.690
O 3.007 -3.005 1.787 -0.651
O -1.263 3.130 2.387 -0.362
N 0.868 -1.592 2.075 -0.280
C -0.135 1.506 -3.737 -1.033
C 0.687 3.073 4.187 -1.136
C -2.987 -3.377 -2.709 -0.991
C 2.705 -0.919 0.253 0.586
C 0.144 -5.487 -2.696 -1.313
C -0.642 3.962 1.390 0.394
C 0.038 -4.159 -1.947 0.043
C -0.241 -4.118 2.318 0.669
C 1.526 3.257 -1.798 0.206
C -1.581 5.086 1.065 -1.531
C 2.052 4.536 -1.165 -1.306
H 0.296 -6.236 -1.917 0.371
H -3.882 -2.919 -2.291 0.384
H 1.668 5.449 -1.617 0.338
H 0.982 -3.967 -1.435 0.201
H -1.125 5.812 0.392 0.355
H -0.777 -5.738 -3.220 0.316
H -2.786 -4.246 -2.079 0.300
H 1.436 3.611 3.613 0.303
H -3.037 -3.669 -3.750 0.357
H -0.756 0.740 -4.185 0.392
H 0.989 -5.448 -3.380 0.331
H -3.321 -1.344 1.419 -0.022
H 0.037 3.661 4.830 0.380
H 1.929 3.084 -2.798 0.449
H -0.392 3.333 0.538 0.099
H -2.482 4.706 0.578 0.332
H -1.939 5.576 1.971 0.411
H 0.848 1.146 -3.447 0.272
H 1.786 2.426 -1.135 -0.010
H 0.312 4.329 1.789 0.188
H 1.235 2.408 4.858 0.400
H -0.715 -4.206 -1.153 0.303
H -0.118 2.422 -4.323 0.436
H 3.113 4.535 -1.436 0.429
H 1.907 4.494 -0.090 0.207


(2)
48
Properties=species:S:1:pos:R:3:mulliken_charge:R:1 method="wB97M-V/def2-TZVPD" s2=6.02 multiplicity=5 energy_ha=-3134.60139 lumo_energy_ev="-8.574 / -11.237" homo_lumo_gap_ev="7.9 / 6.7" relative_energy_kj_mol=0.0 charge=+3
Os -0.478 -0.847 0.682 1.004
S -4.212 -3.784 1.781 0.013
S -0.020 -2.727 1.836 -0.209
S -1.669 -4.935 2.920 0.043
S -2.746 -1.480 0.613 -0.351
P -1.674 2.402 0.076 1.128
P 1.723 -1.064 -0.268 -0.130
O -0.815 1.188 0.385 -0.324
O -4.075 -6.019 3.210 -0.306
O -2.028 2.784 -1.319 -1.021
N -4.397 2.490 -0.063 -0.253
N -0.534 4.832 -0.386 -0.258
C 2.033 0.312 -1.409 -0.441
C -0.758 3.864 0.754 -0.962
C -3.303 2.209 0.940 -0.643
C 2.995 -1.047 1.040 -0.356
C 1.032 0.387 -2.560 -1.307
C 1.845 -2.601 -1.232 -0.347
C -2.759 -2.949 1.523 0.194
C 4.371 -0.522 0.623 -1.360
C -1.579 -3.493 2.055 0.274
C 3.231 -2.861 -1.829 -1.295
C -3.466 -5.157 2.701 0.528
H 5.051 -0.607 1.469 0.412
H 0.207 3.563 1.153 0.406
H -3.414 1.181 1.282 0.165
H 3.050 0.189 -1.789 0.597
H 1.215 1.280 -3.157 0.384
H 2.604 -0.454 1.871 0.466
H 3.186 -3.756 -2.447 0.397
H 2.036 1.229 -0.813 0.328
H -5.076 1.727 -0.112 0.344
H -3.429 2.867 1.798 0.430
H -4.920 3.341 0.157 0.358
H 3.059 -2.078 1.404 0.417
H -0.859 5.777 -0.166 0.356
H -1.053 4.479 -1.216 0.351
H 4.331 0.528 0.338 0.330
H 3.569 -2.044 -2.465 0.342
H 1.543 -3.421 -0.577 0.452
H -0.003 0.433 -2.210 0.233
H -1.304 4.380 1.542 0.431
H 4.801 -1.084 -0.203 0.312
H 1.125 -0.466 -3.230 0.357
H 0.454 4.909 -0.634 0.360
H 3.975 -3.035 -1.055 0.326
H -3.953 2.615 -0.997 0.363
H 1.088 -2.537 -2.019 0.460


(3)
46
Properties=species:S:1:pos:R:3:mulliken_charge:R:1 method="wB97M-V/def2-TZVPD" energy_ha=-6775.98069 lumo_energy_ev=-4.948 homo_lumo_gap_ev=5.8 charge=+1
Br 1.788 -0.850 5.561 -0.026
Br 1.440 -5.411 5.723 -0.002
Cl -1.545 -4.652 4.742 -0.081
S -0.290 -3.140 4.507 0.758
O -1.871 2.203 -6.126 -0.377
O 0.981 2.102 0.670 -0.438
O -1.039 -1.973 5.242 -0.331
N -0.247 1.780 -3.767 -0.600
N 2.095 -0.187 2.026 -0.635
C 0.151 1.034 1.057 -0.598
C 1.963 -2.666 6.004 0.545
C 1.234 2.195 -0.727 -0.513
C -2.252 2.756 -4.885 -0.863
C 1.217 -0.995 -0.101 -1.412
C 0.876 -0.309 1.217 0.824
C 3.205 -2.999 6.766 -1.473
C -2.391 0.701 -3.353 -1.372
C -1.691 2.021 -3.662 0.509
C -2.663 1.127 -6.590 -0.641
C 1.083 -3.578 5.561 -0.023
H 1.482 -2.038 0.075 0.344
H -1.851 3.773 -4.884 0.353
H 0.184 -0.966 1.762 0.074
H 1.437 3.242 -0.948 0.318
H 3.046 -3.841 7.437 0.457
H 2.110 1.611 -1.016 0.235
H -1.849 2.686 -2.806 0.372
H 0.378 1.865 -1.317 0.165
H 1.851 0.165 2.945 0.130
H 0.373 -0.966 -0.792 0.294
H -0.695 0.933 0.363 0.300
H 2.068 -0.523 -0.588 0.283
H -1.023 -2.039 6.216 0.394
H -2.586 1.112 -7.676 0.260
H 0.233 2.672 -3.855 0.253
H 3.536 -2.130 7.330 0.408
H 2.665 0.546 1.610 0.322
H -2.312 0.165 -6.208 0.222
H -3.713 1.260 -6.314 0.301
H -3.475 0.804 -3.409 0.377
H 3.991 -3.242 6.043 0.362
H -3.346 2.835 -4.823 0.450
H -0.258 1.321 2.031 0.322
H -2.085 -0.086 -4.042 0.304
H -0.074 1.313 -4.653 0.271
H -2.133 0.368 -2.347 0.180


(4)
46
Properties=species:S:1:pos:R:3:mulliken_charge:R:1 method="wB97M-V/def2-TZVPD" energy_ha=-1672.93599 lumo_energy_ev=-5.113 homo_lumo_gap_ev=10.3 relative_energy_kj_mol=14.5 charge=+2
Ca -0.219 0.131 -0.971 2.176
O -0.411 1.530 -2.837 -0.323
O -0.951 -0.224 1.254 -0.446
O 1.480 -1.407 -1.594 -0.774
O -0.626 2.291 -0.148 -0.517
O -2.061 -1.004 -1.706 -0.894
O 2.206 0.430 -0.573 -0.998
N 4.684 -0.190 -0.503 -0.245
N -3.782 -2.083 -2.732 0.147
C -1.357 2.981 -1.173 -0.619
C 3.812 -1.240 -1.128 -0.600
C 0.200 1.290 -4.118 -0.887
C -4.753 -1.019 -2.518 -0.823
C -0.569 2.898 -2.467 -0.530
C -1.192 2.176 1.171 -0.594
C -1.448 -1.507 1.671 -0.826
C -2.540 -1.987 -2.311 0.036
C -1.888 0.851 1.425 -0.424
C 2.374 -0.697 -1.105 1.260
C -4.270 -3.291 -3.388 -0.806
H 4.008 0.540 -0.190 0.299
H -2.742 0.704 0.751 0.160
H -0.454 1.654 -4.911 0.334
H -0.621 -2.207 1.587 0.280
H -1.889 2.998 1.345 0.473
H -1.122 3.428 -3.247 0.442
H -2.352 2.539 -1.297 0.299
H -3.434 -3.928 -3.665 0.283
H 3.870 -2.158 -0.550 0.305
H -2.275 -1.817 1.029 0.278
H 4.137 -1.438 -2.145 0.312
H -4.815 -3.015 -4.289 0.308
H 0.328 0.214 -4.207 0.297
H -4.280 -0.202 -1.983 0.121
H -5.121 -0.663 -3.479 0.343
H 1.168 1.791 -4.176 0.338
H -5.594 -1.400 -1.939 0.347
H -2.264 0.842 2.452 0.519
H -1.914 -2.857 -2.535 0.347
H -1.468 4.032 -0.896 0.451
H 5.216 -0.533 0.296 0.370
H 5.340 0.227 -1.162 0.367
H -1.780 -1.450 2.707 0.358
H -4.940 -3.836 -2.723 0.342
H 0.415 3.363 -2.348 0.390
H -0.347 2.282 1.850 0.324


(5)
50
Properties=species:S:1:pos:R:3:mulliken_charge:R:1 method="wB97M-V/def2-TZVPD" energy_ha=-3502.97455 lumo_energy_ev="-5.269 / -5.270" homo_lumo_gap_ev="5.5 / 5.6" relative_energy_kj_mol=19.3 charge=+1
Ga -0.165 0.080 -0.179 0.577
S 1.968 -1.142 1.447 1.274
O 0.472 -1.820 -2.306 -0.504
O -2.159 1.273 -0.517 -0.459
O 0.020 0.128 -4.689 -0.489
O 1.794 0.403 -2.244 -0.842
O -1.275 -0.659 2.468 -0.483
O 3.174 -1.336 0.586 -0.741
O -0.482 1.744 2.130 -0.870
N 1.279 0.888 -1.172 0.855
N 0.154 1.543 1.012 0.344
N -0.161 -1.574 -1.125 0.561
N -1.096 -0.969 1.139 0.169
C 1.813 1.990 -0.557 0.580
C 2.990 2.618 -1.200 -1.674
C 1.680 -2.693 2.299 -1.271
C 1.198 2.343 0.659 0.145
C -0.969 0.761 -3.871 -0.196
C -1.960 -3.195 1.718 -1.519
C -0.792 -3.964 -1.050 -1.782
C -0.766 -2.596 -0.480 0.309
C -1.319 -2.246 0.782 0.457
C 2.485 -0.186 2.875 -1.251
C 1.592 3.426 1.590 -1.580
H 1.602 0.155 3.428 0.321
H -1.015 0.343 2.488 0.505
H -2.570 -3.906 1.145 0.480
H -1.787 -4.177 -1.470 0.359
H 1.069 -0.992 -2.453 0.529
H -2.912 0.706 -0.270 0.339
H 3.264 3.545 -0.693 0.434
H 3.090 -0.872 3.479 0.514
H 1.901 3.018 2.564 0.270
H 2.427 4.004 1.179 0.416
H 2.775 2.855 -2.250 0.340
H -0.395 -0.047 -5.550 0.303
H 1.462 -3.467 1.554 0.298
H -2.603 -2.666 2.430 0.406
H 0.754 4.115 1.762 0.346
H -0.044 -4.080 -1.841 0.438
H 3.850 1.935 -1.168 0.308
H -1.474 0.009 -3.260 0.047
H 0.836 -2.572 2.990 0.264
H -2.087 1.949 0.194 0.363
H -0.610 -4.714 -0.266 0.429
H -1.704 1.295 -4.497 0.467
H 2.613 -2.915 2.834 0.575
H -1.199 -3.760 2.280 0.288
H 3.081 0.663 2.524 0.322
H -0.443 1.485 -3.242 0.030